(1)
{"formula": "C6H19KO6", "method": "ωB97M-V with the def2-TZVPD basis set", "orbital_gap_ev": [11.1, 7.4], "total_charge": 1, "e_homo_ev": [-13.674, -13.674], "s_squared": 0.75, "e_lumo_ev": [-2.6, -6.3], "spin_multiplicity": 2, "fmax_ev_per_a": 4.55, "symbols": ["K", "C", "C", "O", "O", "H", "H", "H", "C", "O", "H", "H", "H", "H", "C", "O", "H", "H", "H", "H", "C", "O", "H", "H", "H", "H", "C", "O", "H", "H", "H", "H"], "positions_angstrom": [[-0.324, 0.816, 0.031], [-0.785, -0.327, -4.344], [-1.520, 0.913, -3.753], [-2.707, 1.057, -4.090], [-0.984, 1.436, -2.783], [-1.106, -1.214, -3.798], [0.293, -0.213, -4.229], [-0.996, -0.524, -5.395], [-0.587, -0.689, 3.809], [-0.163, 0.350, 2.918], [-1.493, -0.375, 4.329], [-0.890, -1.536, 3.193], [0.166, -0.952, 4.552], [0.694, 0.725, 3.134], [-1.602, -2.220, -0.901], [-1.434, -1.711, 0.420], [-2.366, -2.997, -0.871], [-2.006, -1.409, -1.507], [-0.600, -2.506, -1.223], [-1.713, -2.416, 1.009], [2.804, -1.750, -0.244], [2.198, -0.535, -0.613], [3.190, -1.646, 0.770], [2.064, -2.548, -0.313], [3.670, -1.951, -0.874], [2.895, 0.122, -0.549], [0.896, 3.651, 1.974], [-0.270, 3.366, 1.227], [1.735, 3.389, 1.329], [0.993, 4.721, 2.160], [0.951, 3.180, 2.955], [-1.004, 3.791, 1.677]], "atomic_forces_ev_per_a": [[-0.03, -0.02, 0.04], [-0.46, 0.07, -1.09], [3.36, -2.35, 1.99], [-2.02, 0.60, -1.10], [-0.40, 0.84, 0.05], [-0.14, 0.19, 0.17], [-0.18, 0.39, 0.19], [-0.10, 0.13, 0.00], [-0.30, 0.24, -0.16], [-0.06, 0.18, -0.47], [0.09, 0.22, 0.12], [0.37, -0.19, 0.14], [0.02, -0.11, -0.22], [-0.05, -0.27, 0.45], [-0.10, 0.44, 0.42], [-0.20, 0.18, 0.46], [0.41, -0.29, -0.45], [0.13, 0.00, -0.23], [-0.35, -0.47, -0.60], [0.11, 0.21, 0.28], [0.60, -0.33, 0.41], [-0.56, 0.83, -0.22], [-0.15, -0.42, 0.23], [0.17, 0.07, 0.04], [-0.14, -0.29, -0.22], [-0.04, 0.25, -0.19], [0.57, 0.74, -0.25], [-0.27, -0.30, 0.16], [0.11, -0.22, 0.29], [-0.05, 0.13, -0.06], [-0.11, -0.42, -0.09], [-0.23, -0.03, -0.09]]}


(2)
{"formula": "C6H19N3", "method": "ωB97M-V with the def2-TZVPD basis set", "orbital_gap_ev": 9.8, "total_charge": 0, "e_homo_ev": -8.773, "smiles": "C[C@@H](N)NN.CCCC", "e_lumo_ev": 1.0, "spin_multiplicity": 1, "e_above_lowest_kcal_mol": 27.0, "fmax_ev_per_a": 2.06, "symbols": ["C", "C", "N", "N", "N", "H", "H", "H", "H", "H", "H", "H", "H", "H", "C", "C", "C", "C", "H", "H", "H", "H", "H", "H", "H", "H", "H", "H"], "positions_angstrom": [[-0.408, 1.744, 2.131], [-0.947, 1.991, 0.721], [0.063, 2.518, -0.203], [-1.508, 0.756, 0.214], [-2.281, 1.008, -0.948], [-0.045, 2.676, 2.562], [-1.200, 1.351, 2.763], [0.414, 1.030, 2.104], [-1.768, 2.715, 0.751], [0.957, 2.064, -0.040], [0.196, 3.514, -0.075], [-0.709, 0.084, -0.017], [-2.784, 0.160, -1.186], [-1.691, 1.295, -1.731], [0.185, -1.959, -1.946], [1.047, -0.908, -1.257], [1.660, -1.419, 0.121], [0.648, -2.024, 1.082], [0.719, -2.902, -2.016], [-0.070, -1.631, -2.955], [-0.735, -2.138, -1.400], [0.557, 0.067, -1.256], [1.918, -0.708, -1.884], [2.416, -2.170, -0.122], [2.173, -0.577, 0.592], [1.139, -2.281, 2.022], [0.212, -2.931, 0.669], [-0.158, -1.326, 1.304]], "atomic_forces_ev_per_a": [[-0.23, 0.17, -0.26], [0.08, -0.08, 0.19], [0.00, 0.10, -0.09], [1.04, -1.27, -0.18], [0.00, 0.07, -0.31], [0.08, 0.03, 0.01], [-0.01, -0.08, 0.09], [0.09, -0.10, 0.02], [0.09, -0.14, -0.01], [-0.01, 0.09, 0.02], [0.04, -0.03, -0.02], [-1.45, 1.35, 0.58], [0.10, 0.17, 0.02], [-0.08, -0.14, 0.11], [0.06, 0.41, 0.00], [1.22, -0.72, 0.36], [-0.78, 0.73, -1.06], [0.13, 0.13, 0.04], [0.08, -0.18, -0.04], [-0.07, -0.08, 0.01], [-0.22, -0.05, 0.05], [-0.13, -0.12, 0.46], [0.08, -0.09, -0.15], [0.03, 0.07, -0.03], [0.07, -0.04, 0.04], [-0.07, -0.06, 0.04], [-0.08, -0.07, 0.02], [-0.07, -0.07, 0.09]]}


(3)
{"formula": "C6H19N3O4P2SSb", "method": "ωB97M-V with the def2-TZVPD basis set", "orbital_gap_ev": 7.8, "total_charge": -1, "e_homo_ev": -4.850, "e_lumo_ev": 2.9, "spin_multiplicity": 1, "fmax_ev_per_a": 0.73, "symbols": ["C", "C", "S", "C", "Sb", "N", "C", "C", "N", "O", "C", "N", "P", "P", "O", "O", "O", "H", "H", "H", "H", "H", "H", "H", "H", "H", "H", "H", "H", "H", "H", "H", "H", "H", "H", "H"], "positions_angstrom": [[4.018, -0.496, 1.117], [3.399, -1.410, 0.063], [2.293, -2.646, 0.801], [0.694, -2.432, 0.011], [-0.134, -0.400, -0.148], [-1.468, -1.245, -1.497], [-0.914, 1.626, -0.390], [0.022, 2.684, -0.969], [1.365, 2.635, -0.377], [1.179, -0.070, -1.866], [0.686, 0.170, -2.997], [0.215, 0.428, -4.027], [-1.636, -0.658, 1.992], [-3.720, -0.336, 1.600], [-4.579, -1.318, 2.304], [-4.004, 1.194, 2.019], [-4.080, -0.197, 0.041], [4.783, 0.138, 0.662], [3.251, 0.138, 1.563], [4.483, -1.083, 1.913], [4.198, -1.953, -0.448], [2.873, -0.825, -0.687], [0.648, -2.893, -0.976], [-0.003, -2.980, 0.651], [1.114, 0.167, 0.905], [-2.092, -0.538, -1.873], [-2.052, -1.893, -0.977], [-1.178, 1.928, 0.632], [-1.845, 1.614, -0.962], [-0.443, 3.669, -0.802], [0.108, 2.554, -2.049], [1.952, 3.331, -0.821], [1.313, 2.882, 0.606], [-1.742, -2.043, 2.217], [-4.086, 1.212, 2.979], [-4.620, -0.954, -0.209]], "atomic_forces_ev_per_a": [[-0.09, -0.08, -0.02], [0.31, 0.08, -0.04], [-0.16, 0.08, 0.24], [-0.06, -0.18, -0.18], [-0.16, 0.07, -0.07], [0.05, -0.04, -0.03], [0.07, 0.25, 0.08], [-0.05, 0.02, 0.01], [-0.11, 0.11, 0.00], [0.00, -0.13, -0.21], [0.00, -0.04, 0.52], [-0.03, 0.12, -0.40], [0.35, 0.40, 0.50], [-0.21, -0.63, 0.25], [0.06, 0.23, -0.20], [-0.01, 0.01, -0.05], [0.03, 0.10, -0.05], [0.00, 0.00, 0.02], [0.04, -0.01, 0.00], [0.02, 0.04, 0.00], [-0.08, -0.02, -0.05], [-0.10, -0.08, 0.00], [0.09, 0.16, -0.04], [0.03, 0.01, 0.00], [0.06, 0.00, 0.04], [-0.02, -0.02, 0.00], [-0.01, -0.03, -0.04], [-0.01, -0.15, 0.02], [0.02, -0.09, 0.01], [-0.08, -0.02, -0.14], [0.11, -0.07, 0.05], [0.04, -0.03, 0.00], [0.03, -0.05, 0.01], [-0.17, -0.12, -0.22], [0.07, 0.15, 0.09], [-0.05, -0.06, -0.08]]}


(4)
{"formula": "C6H19NO3", "method": "ωB97M-V with the def2-TZVPD basis set", "orbital_gap_ev": 10.2, "total_charge": 0, "e_homo_ev": -9.416, "smiles": "C=CCCCCN.O.O.O", "e_lumo_ev": 0.8, "spin_multiplicity": 1, "e_above_lowest_kcal_mol": 72.1, "fmax_ev_per_a": 6.72, "symbols": ["C", "C", "C", "C", "C", "C", "N", "H", "H", "H", "H", "H", "H", "H", "H", "H", "H", "H", "H", "H", "O", "H", "H", "O", "H", "H", "O", "H", "H"], "positions_angstrom": [[1.450, 2.479, 0.953], [0.740, 1.610, 1.638], [-0.322, 0.622, 1.186], [0.435, -0.715, 1.365], [1.583, -0.925, 0.295], [1.091, -0.881, -1.115], [0.616, -2.306, -1.422], [2.273, 3.146, 1.434], [1.219, 2.701, -0.037], [0.757, 1.567, 2.750], [-1.228, 0.874, 1.815], [-0.709, 0.693, 0.128], [-0.311, -1.601, 1.213], [0.848, -0.784, 2.458], [2.420, -0.224, 0.382], [1.879, -1.957, 0.521], [0.007, -0.425, -1.242], [1.874, -0.507, -1.879], [0.786, -2.450, -2.403], [1.306, -2.996, -0.943], [-2.924, -1.079, -1.212], [-3.218, -1.456, -1.968], [-1.919, -1.272, -0.975], [-2.965, -0.529, 1.909], [-2.857, -0.999, 2.733], [-3.781, -0.619, 1.504], [0.483, 2.364, -3.226], [0.949, 3.095, -2.783], [-0.482, 2.574, -3.081]], "atomic_forces_ev_per_a": [[1.89, 1.49, 2.22], [-1.37, 0.21, 0.92], [0.03, 0.99, -0.20], [-1.12, -1.45, 0.69], [-0.72, 0.53, 1.54], [-2.47, -1.32, -1.82], [2.25, -0.88, 0.99], [-1.68, -1.27, -0.75], [-0.07, -0.01, -1.86], [0.79, 0.01, -0.77], [1.08, -1.15, -0.49], [0.71, 0.33, 1.03], [1.29, 1.43, 0.39], [-0.61, -0.01, -2.02], [-0.20, -0.21, 0.53], [0.66, 0.38, -0.17], [2.85, 0.40, 0.12], [-1.43, -0.36, 1.24], [-0.24, -0.28, -0.51], [-1.49, 1.45, -1.16], [3.98, 1.92, 5.06], [-0.61, -2.12, -3.69], [-3.38, 0.09, -1.33], [2.93, 0.85, 0.76], [-0.64, -0.29, 0.04], [-2.47, -0.73, -0.79], [-1.35, 0.75, 0.50], [-0.24, -0.40, -0.25], [1.60, -0.38, -0.23]]}